# 1
The following is a quantum chemistry calculation of a molecular structure, C39H32IrN3O5PSSe, from the OMol25 dataset.

```
83
Properties=species:S:1:pos:R:3:forces:R:3
Ir 0.247855 -0.522824 0.231032 -0.124 0.056 0.225
O -0.338844 1.374322 -0.292206 0.006 -0.126 0.007
C 0.415122 2.420208 -0.159719 0.012 -0.010 0.008
C -0.135036 3.662439 -0.569488 -0.014 -0.004 -0.087
C 0.613876 4.809827 -0.591740 0.051 0.051 0.002
C 1.955562 4.812661 -0.178781 -0.044 0.001 -0.016
C 2.483242 3.646678 0.307669 -0.017 -0.030 -0.004
C 1.739643 2.448143 0.360700 0.016 0.004 0.054
C 2.319536 1.378336 1.118797 -0.157 0.071 0.192
N 1.753212 0.267211 1.419255 0.243 -0.164 -0.362
C 2.456399 -0.685366 2.292347 0.027 -0.001 -0.016
C 1.673313 -1.997167 2.283523 0.122 0.024 0.009
N 1.245214 -2.164407 0.902171 -0.878 -0.427 0.035
C 1.640078 -3.134720 0.172889 0.496 0.320 -0.069
C 1.786297 -3.016899 -1.256853 -0.071 -0.109 -0.005
C 2.164581 -4.162667 -1.980679 -0.016 0.003 -0.011
C 2.625178 -4.085013 -3.269403 -0.013 0.016 0.009
C 2.765618 -2.815869 -3.848184 0.010 0.009 0.023
C 2.421543 -1.678497 -3.162168 0.034 -0.007 -0.035
C 1.884417 -1.732453 -1.857819 0.137 0.066 0.005
O 1.581754 -0.585315 -1.291742 -0.108 -0.021 -0.033
H -1.172712 3.662108 -0.880970 -0.004 -0.021 0.049
H 0.156050 5.731630 -0.930220 0.008 0.002 -0.013
H 2.543176 5.718888 -0.211619 0.000 0.000 0.004
H 3.498280 3.629304 0.689498 -0.002 0.013 0.007
H 3.305733 1.577813 1.543802 -0.035 0.037 0.058
H 2.512828 -0.292077 3.308639 0.005 0.022 -0.011
H 3.472695 -0.834210 1.917002 -0.008 -0.031 -0.002
H 0.804809 -1.936543 2.926717 -0.009 0.019 0.011
H 2.299354 -2.830367 2.608789 -0.004 -0.016 -0.032
H 2.071569 -4.010900 0.658665 0.075 0.038 0.008
H 2.103944 -5.123648 -1.481143 -0.006 -0.004 -0.005
H 2.901074 -4.976073 -3.815680 0.004 -0.002 0.000
H 3.151521 -2.726058 -4.856660 0.005 -0.005 -0.001
H 2.527191 -0.698769 -3.610824 0.000 0.003 0.003
O -2.635701 -1.314609 3.521849 -0.022 0.037 -0.036
S -1.908841 -1.711552 2.351005 -0.070 -0.117 0.020
O -1.033829 -2.854340 2.476426 0.024 0.026 0.016
O -1.221437 -0.505075 1.762345 0.314 0.203 0.054
C -3.108019 -2.248751 1.148822 0.013 0.076 -0.073
C -4.263657 -2.813446 1.678965 0.019 0.005 0.006
C -5.231519 -3.338280 0.843528 0.001 -0.005 0.004
C -5.055638 -3.281070 -0.531632 -0.013 0.000 -0.012
C -3.915876 -2.702388 -1.057280 0.007 -0.020 0.016
C -2.908589 -2.197334 -0.230134 0.037 -0.055 0.026
P -1.571234 -1.236456 -1.044553 -0.013 0.172 -0.024
C -1.219948 -2.109347 -2.598622 -0.037 -0.006 0.047
C -0.735678 -1.366684 -3.672432 -0.031 -0.011 -0.076
C -0.480865 -1.976631 -4.890034 -0.009 -0.007 0.015
C -0.675719 -3.342003 -5.036912 -0.001 0.013 0.002
C -1.104847 -4.097340 -3.955404 0.004 -0.004 0.018
C -1.375601 -3.485338 -2.740632 0.011 -0.012 0.005
C -2.670070 0.154270 -1.537895 -0.034 -0.072 0.010
C -3.273312 0.238932 -2.787832 -0.021 -0.075 -0.012
C -4.239095 1.202714 -3.042726 0.008 0.031 -0.023
C -4.609270 2.093961 -2.049189 0.020 0.007 -0.029
C -4.017348 2.010290 -0.795411 0.031 -0.002 0.012
C -3.058813 1.043916 -0.536489 -0.061 -0.016 -0.004
H -4.387591 -2.820118 2.752880 -0.008 -0.003 0.000
H -6.126796 -3.777641 1.263299 -0.002 0.006 0.001
H -5.815629 -3.667056 -1.198454 0.001 -0.005 0.004
H -3.818443 -2.623446 -2.131910 0.019 0.005 -0.009
H -0.560158 -0.303613 -3.559285 -0.020 0.037 0.037
H -0.114861 -1.383635 -5.718782 0.001 -0.012 -0.006
H -0.477932 -3.820776 -5.987379 0.006 0.002 0.000
H -1.231324 -5.167612 -4.054984 -0.002 0.000 -0.003
H -1.715713 -4.083313 -1.904397 -0.011 0.002 0.003
H -2.999523 -0.446416 -3.578570 -0.036 -0.006 0.006
H -4.691584 1.260049 -4.024945 -0.004 0.000 0.001
H -5.361461 2.847288 -2.248006 0.002 0.000 0.000
H -4.307778 2.695317 -0.008772 -0.004 -0.006 0.002
H -2.616187 0.977230 0.447006 -0.001 0.001 0.023
Se -0.791325 2.599304 -3.597532 0.223 0.018 -0.050
C -2.004960 3.220119 -4.903663 -0.117 0.048 -0.020
C -2.926490 4.217887 -4.599771 0.022 -0.027 0.046
C -3.818346 4.618507 -5.580418 0.046 -0.017 -0.014
N -3.858435 4.100025 -6.805928 -0.040 0.020 -0.051
C -2.973737 3.146817 -7.085377 -0.024 0.009 0.054
C -2.032437 2.676116 -6.183753 0.066 -0.050 0.055
H -2.953696 4.664981 -3.614425 -0.048 0.018 -0.014
H -4.545089 5.394859 -5.367584 0.003 0.008 0.016
H -3.016738 2.735055 -8.087734 0.011 -0.015 -0.002
H -1.337438 1.897483 -6.471484 -0.007 0.020 -0.051
```
Positions in Å, forces in eV/Å.

Computed properties:
F_max, eV Å⁻¹: 1.0
HOMO (alpha / beta), eV: -7.80 / -7.81
2S+1: 2
⟨S²⟩: 0.753
E_LUMO (alpha / beta), eV: -0.1 / -2.2

Per-atom Löwdin charges, elementary charge units:
1. Ir 1.2913
2. O -0.2440
3. C -0.3376
4. C -0.0778
5. C -0.0778
6. C -0.0950
7. C -0.0493
8. C -0.1335
9. C -0.0731
10. N -0.0997
11. C -0.1531
12. C -0.1742
13. N -0.1352
14. C -0.0554
15. C -0.1549
16. C -0.0521
17. C -0.0964
18. C -0.0779
19. C -0.0233
20. C -0.3522
21. O -0.2048
22. H 0.0866
23. H 0.1076
24. H 0.0982
25. H 0.1106
26. H 0.1391
27. H 0.1275
28. H 0.1252
29. H 0.0867
30. H 0.1300
31. H 0.1448
32. H 0.1148
33. H 0.0992
34. H 0.1078
35. H 0.1220
36. O -0.2814
37. S 0.4856
38. O -0.3121
39. O -0.4825
40. C -0.2481
41. C -0.0475
42. C -0.0587
43. C -0.0612
44. C -0.0888
45. C -0.2832
46. P 1.0470
47. C -0.3480
48. C -0.1209
49. C -0.0725
50. C -0.0747
51. C -0.0691
52. C -0.0857
53. C -0.3343
54. C -0.1182
55. C -0.0914
56. C -0.0845
57. C -0.0633
58. C -0.0912
59. H 0.1160
60. H 0.1087
61. H 0.1079
62. H 0.1067
63. H 0.0674
64. H 0.1101
65. H 0.1060
66. H 0.1074
67. H 0.1133
68. H 0.0990
69. H 0.1092
70. H 0.1051
71. H 0.1087
72. H 0.0958
73. Se 0.9551
74. C -0.6574
75. C -0.1267
76. C -0.1525
77. N 0.0515
78. C -0.1548
79. C -0.1207
80. H 0.1003
81. H 0.1051
82. H 0.1044
83. H 0.0949

---

# 2
The following is a quantum chemistry calculation of a molecular structure, C39H32N2O8P2SeZn at a distorted geometry, from the OMol25 dataset.

```
85
Properties=species:S:1:pos:R:3:forces:R:3
Zn 0.566126 2.196854 -1.064314 -0.932 -0.228 0.589
O 0.729126 8.790754 0.830286 -0.528 0.422 -0.333
C 1.433426 7.953354 1.399486 -0.165 -0.857 -0.307
O 2.278426 8.082254 2.292486 0.505 -0.039 0.465
C 1.242026 6.477454 0.888186 0.177 0.315 0.157
C 2.351126 5.647754 0.754786 -0.125 0.037 -0.032
C 2.204526 4.368354 0.253086 0.311 0.119 0.181
N 1.011126 3.867154 -0.057514 0.014 0.528 0.279
C -0.075974 4.637054 0.096286 -0.025 0.274 0.198
C 0.002126 5.945454 0.540986 0.007 -0.094 -0.034
C -1.391374 3.960454 -0.254414 -0.223 0.233 0.029
O -2.453674 4.465854 0.066686 -0.002 0.206 0.089
O -1.259774 2.847154 -0.883414 -0.405 0.288 -0.016
H 3.323426 6.024454 1.033286 0.069 0.000 0.031
H 3.056926 3.723854 0.083586 -0.003 -0.057 -0.051
H -0.898174 6.536254 0.604486 -0.047 0.053 0.026
C 0.465426 -2.346846 0.833186 0.537 -0.017 0.388
N -0.808774 -2.583246 0.190386 0.167 0.134 0.082
C -1.308274 -1.675146 -0.811114 -0.139 0.047 -0.538
P -1.071874 0.187954 -0.563014 -1.126 -0.269 -0.190
C -2.619374 0.599454 -1.488014 0.073 -0.062 0.024
C -3.909474 0.504654 -0.984814 0.100 -0.024 -0.030
C -4.995374 0.774954 -1.799014 -0.165 -0.041 0.043
C -4.805874 1.143554 -3.119914 -0.086 0.063 -0.038
C -3.519574 1.266354 -3.622214 -0.093 -0.018 -0.143
C -2.434374 0.996754 -2.809114 0.012 -0.113 0.084
C -1.554374 0.315354 1.191486 0.137 0.044 0.031
C -2.418874 -0.559346 1.846886 0.059 0.054 -0.065
C -2.658174 -0.419946 3.203186 -0.139 -0.066 0.113
C -2.060774 0.603754 3.918686 0.056 -0.011 0.066
C -1.201574 1.479854 3.276586 0.033 0.111 0.127
C -0.937874 1.320454 1.928686 -0.055 0.011 -0.047
C -1.645074 -3.534346 0.713586 -0.132 -0.323 0.049
C -1.437374 -4.084846 1.991786 0.249 0.172 0.027
C -2.354174 -4.943646 2.560386 -0.087 -0.124 0.011
C -3.487774 -5.341246 1.872386 -0.120 -0.134 0.105
C -3.658474 -4.892146 0.573186 -0.066 -0.047 0.066
C -2.757974 -4.019646 -0.001514 -0.003 0.158 -0.169
P 1.406626 -0.855446 0.107286 -0.055 -1.299 0.541
C 1.734826 -1.657346 -1.515814 -0.114 0.010 -0.037
C 1.173926 -1.138446 -2.674514 0.062 -0.116 -0.003
C 1.311726 -1.790246 -3.886814 -0.083 -0.030 -0.088
C 2.041526 -2.962646 -3.961914 -0.088 0.014 -0.117
C 2.637326 -3.470446 -2.820214 0.156 -0.166 -0.005
C 2.480526 -2.828246 -1.606514 -0.097 0.014 -0.010
C 3.021126 -1.182346 0.905586 -0.109 0.130 0.198
C 3.088526 -1.562046 2.242786 -0.092 -0.016 -0.094
C 4.309826 -1.776046 2.857086 0.111 -0.100 0.212
C 5.489126 -1.595546 2.154186 0.032 0.031 0.102
C 5.431726 -1.171346 0.835486 0.091 -0.025 -0.010
C 4.212726 -0.961546 0.216186 -0.016 0.025 -0.013
H 1.055926 -3.274646 0.807886 -0.018 0.097 0.101
H 0.295426 -2.076246 1.888486 0.080 -0.049 -0.086
H -2.391474 -1.805946 -0.882014 0.224 0.077 0.005
H -0.879774 -1.895746 -1.799314 -0.310 0.016 0.119
H -4.071674 0.243654 0.050986 -0.022 -0.033 0.064
H -5.996774 0.697354 -1.395014 -0.050 0.032 0.007
H -5.663774 1.354854 -3.745114 -0.002 0.026 -0.059
H -3.367374 1.584454 -4.645614 0.037 0.008 -0.022
H -1.426574 1.127154 -3.182514 0.077 0.027 -0.090
H -2.908674 -1.363646 1.319986 -0.017 -0.071 -0.105
H -3.316374 -1.117946 3.704086 -0.045 -0.037 -0.001
H -2.252374 0.709454 4.978286 -0.029 0.023 0.042
H -0.739274 2.287754 3.826986 0.066 0.025 -0.005
H -0.246874 1.982954 1.427886 0.088 0.118 0.085
H -0.569774 -3.809246 2.568886 0.059 0.073 -0.004
H -2.177074 -5.301746 3.565986 0.013 -0.029 0.060
H -4.215674 -5.992546 2.334086 -0.029 -0.090 0.011
H -4.505274 -5.234746 -0.006914 -0.049 0.021 -0.053
H -2.916574 -3.721846 -1.027514 0.029 0.066 -0.026
H 0.630626 -0.204446 -2.634314 -0.015 -0.009 -0.086
H 0.860526 -1.364546 -4.772214 0.008 0.031 -0.065
H 2.151526 -3.481146 -4.905314 0.034 0.015 -0.069
H 3.238926 -4.368746 -2.877114 -0.004 -0.070 0.006
H 2.955026 -3.239146 -0.726414 0.012 -0.031 0.090
H 2.178026 -1.685146 2.813086 -0.026 -0.047 0.068
H 4.337026 -2.088746 3.893086 0.014 0.007 0.060
H 6.444926 -1.760346 2.638286 -0.018 -0.006 -0.018
H 6.347426 -1.003346 0.286186 0.042 0.042 -0.080
H 4.181126 -0.620446 -0.808314 0.024 -0.036 -0.120
O 1.352526 2.177254 -2.816814 -0.562 0.160 -1.031
Se 2.795026 1.606054 -2.245614 1.470 -0.102 -0.637
O 3.410626 0.450654 -3.142814 0.165 -1.334 -0.659
O 2.264426 1.064754 -0.742314 0.325 0.368 -0.010
O 3.867326 2.758554 -2.087414 0.787 1.494 0.570
```
Positions in Å, forces in eV/Å.

Computed properties:
F_max, eV Å⁻¹: 1.8
HOMO, eV: -3.20
Charge: -2
E_LUMO, eV: 3.8

Per-atom Löwdin charges, elementary charge units:
1. Zn 0.5461
2. O -0.0425
3. C -0.7264
4. O -0.0533
5. C -0.0809
6. C 0.0068
7. C -0.0866
8. N 0.0315
9. C -0.1641
10. C 0.0600
11. C -0.5835
12. O 0.0529
13. O -0.1587
14. H 0.1128
15. H 0.0983
16. H 0.1248
17. C -0.3098
18. N -0.1577
19. C -0.2840
20. P 1.0340
21. C -0.3454
22. C -0.0773
23. C -0.0941
24. C -0.1072
25. C -0.0838
26. C -0.0945
27. C -0.3360
28. C -0.0953
29. C -0.0852
30. C -0.0957
31. C -0.0662
32. C -0.0829
33. C -0.2520
34. C -0.0352
35. C -0.1115
36. C -0.1341
37. C -0.1113
38. C -0.0381
39. P 1.0379
40. C -0.3418
41. C -0.1611
42. C -0.0750
43. C -0.0949
44. C -0.0896
45. C -0.0875
46. C -0.3379
47. C -0.0979
48. C -0.1083
49. C -0.1123
50. C -0.0792
51. C -0.0836
52. H 0.0962
53. H 0.0677
54. H 0.0715
55. H 0.0866
56. H 0.0932
57. H 0.0943
58. H 0.0905
59. H 0.0985
60. H 0.0966
61. H 0.0963
62. H 0.0986
63. H 0.0947
64. H 0.1073
65. H 0.0825
66. H 0.0924
67. H 0.0948
68. H 0.0846
69. H 0.0951
70. H 0.1034
71. H 0.0551
72. H 0.1081
73. H 0.0920
74. H 0.0928
75. H 0.1044
76. H 0.0919
77. H 0.0919
78. H 0.0905
79. H 0.1007
80. H 0.0949
81. O -0.4738
82. Se 0.7328
83. O -0.4266
84. O -0.5980
85. O -0.4438